The following is a DFT calculation (ωB97M-V/def2-TZVPD) of the molecule C6H8IN2OP in a non-equilibrium geometry.

SMILES: O=NN(P)C1=CC=C[C@@H](I)C1
Charge: 0
Kohn-Sham gap (spin up / spin down), eV: 6.75 / 6.75
Spin multiplicity: 1
Largest force on an atom, eV Å⁻¹: 3.5
HOMO energy (spin up / spin down), eV: -7.67 / -7.67
Energy, eV: -28764.7400

Each line ends with the Löwdin charge.
CARTESIAN COORDINATES (ANGSTROEM)
C (0.858, -1.478, -1.394)  -0.105
C (-0.053, -0.382, -1.318)  -0.088
C (1.603, -1.820, -0.327)  -0.192
C (-0.414, 0.139, -0.114)  -0.402
C (0.077, -0.528, 1.142)  -0.221
C (1.480, -1.053, 0.923)  -0.635
N (-2.476, 1.419, 1.114)  0.054
N (-1.171, 1.252, -0.005)  -0.350
O (-2.613, 0.497, 1.819)  0.038
P (-1.506, 2.332, -1.287)  0.821
I (2.872, 0.694, 0.785)  0.716
H (0.965, -1.990, -2.339)  0.107
H (-0.458, 0.048, -2.224)  0.070
H (2.365, -2.583, -0.384)  0.102
H (0.036, 0.157, 1.988)  0.101
H (-0.572, -1.384, 1.371)  0.133
H (1.853, -1.585, 1.794)  0.076
H (-0.434, 3.201, -1.021)  -0.106
H (-2.412, 3.064, -0.523)  -0.121


The following is a DFT calculation (ωB97M-V/def2-TZVPD) of a structure of composition C27H23AsClN8O5RuS4.

Charge: -1
Kohn-Sham gap (spin up / spin down), eV: 5.11 / 5.18
Spin multiplicity: 5
Largest force on an atom, eV Å⁻¹: 0.4
HOMO energy (spin up / spin down), eV: -3.72 / -4.01
Energy, eV: -169810.1744

Each line ends with the Löwdin charge.
CARTESIAN COORDINATES (ANGSTROEM)
Ru (1.920, -0.670, 2.600)  0.567
C (3.211, 4.360, 0.401)  -0.081
N (3.352, 2.993, 0.849)  -0.131
C (2.421, 2.178, 1.344)  -0.160
N (2.933, 0.985, 1.541)  -0.041
C (4.221, 1.117, 1.132)  -0.172
N (4.516, 2.321, 0.697)  0.126
C (2.960, 4.459, -1.084)  -0.189
C (3.807, 5.195, -1.898)  -0.029
C (3.574, 5.283, -3.266)  -0.062
C (2.500, 4.623, -3.832)  -0.019
C (1.651, 3.873, -3.019)  -0.132
C (1.878, 3.797, -1.652)  0.039
C (0.537, 3.149, -3.630)  -0.289
N (0.144, 3.170, -4.855)  0.118
N (-0.928, 2.289, -4.937)  0.117
C (-1.095, 1.808, -3.754)  -0.288
O (-0.205, 2.311, -2.859)  0.134
C (-2.073, 0.818, -3.305)  -0.132
C (-2.904, 0.219, -4.246)  -0.022
C (-3.810, -0.743, -3.833)  -0.064
C (-3.887, -1.100, -2.495)  -0.033
C (-3.069, -0.491, -1.548)  -0.177
C (-3.235, -0.887, -0.100)  -0.075
N (-2.162, -0.449, 0.761)  -0.131
C (-0.881, -0.825, 0.753)  -0.156
N (-0.258, -0.289, 1.782)  0.006
C (-1.231, 0.417, 2.414)  -0.223
N (-2.402, 0.351, 1.825)  0.121
C (-2.159, 0.470, -1.960)  0.040
H (4.124, 4.888, 0.670)  0.125
H (2.387, 4.800, 0.968)  0.136
H (1.415, 2.481, 1.587)  0.131
H (4.929, 0.307, 1.159)  0.115
H (4.663, 5.695, -1.462)  0.113
H (4.244, 5.857, -3.891)  0.105
H (2.313, 4.667, -4.895)  0.114
H (1.220, 3.201, -1.034)  0.121
H (-2.820, 0.502, -5.286)  0.113
H (-4.451, -1.226, -4.558)  0.105
H (-4.586, -1.865, -2.179)  0.117
H (-3.336, -1.971, -0.013)  0.113
H (-4.141, -0.441, 0.314)  0.139
H (-0.440, -1.479, 0.019)  0.132
H (-1.043, 0.962, 3.325)  0.081
H (-1.506, 0.944, -1.240)  0.123
S (3.356, -2.337, 5.705)  -0.286
As (1.588, -1.567, 4.891)  -0.012
S (1.748, 0.622, 4.555)  -0.190
S (0.526, -5.180, 3.298)  0.394
S (-0.388, -4.827, 4.975)  0.116
O (2.916, -3.823, -0.101)  -0.320
Cl (3.004, -2.499, 0.425)  0.652
O (4.029, -1.747, -0.232)  -0.332
O (1.718, -1.813, 0.271)  -0.443
O (3.258, -2.541, 1.866)  -0.444
C (-0.054, -3.933, 2.092)  -0.507
C (-1.541, -3.829, 1.999)  -0.327
C (-2.265, -4.614, 1.105)  -0.046
C (-3.651, -4.554, 1.071)  -0.104
C (-4.329, -3.694, 1.925)  -0.113
C (-3.613, -2.887, 2.799)  -0.084
C (-2.228, -2.956, 2.839)  -0.089
H (0.397, -4.258, 1.151)  0.072
H (0.379, -2.967, 2.353)  0.008
H (-1.735, -5.292, 0.446)  0.115
H (-4.200, -5.182, 0.380)  0.097
H (-5.411, -3.643, 1.902)  0.097
H (-4.132, -2.201, 3.456)  0.106
H (-1.667, -2.331, 3.523)  0.096


The following is a DFT calculation (ωB97M-V/def2-TZVPD) of a structure of composition C28H36AuN6OP2.

Charge: +3
Kohn-Sham gap (spin up / spin down), eV: 7.39 / 5.50
Spin multiplicity: 3
Largest force on an atom, eV Å⁻¹: 0.6
HOMO energy (spin up / spin down), eV: -16.31 / -16.30
Energy, eV: -62851.9099

Each line ends with the Löwdin charge.
CARTESIAN COORDINATES (ANGSTROEM)
Au (0.815, -0.687, 0.286)  0.961
C (-0.424, -3.694, 3.380)  0.020
C (-0.022, -2.967, 2.157)  -0.168
N (-0.081, -1.646, 2.040)  -0.062
N (-0.512, -0.926, 3.035)  0.159
C (-0.610, 0.443, 2.678)  -0.373
O (-0.345, 0.854, 1.528)  -0.165
C (-1.099, 1.308, 3.723)  -0.151
C (-1.515, 0.787, 4.963)  0.010
C (-2.029, 1.635, 5.925)  -0.028
C (-2.117, 2.997, 5.669)  -0.006
C (-1.687, 3.527, 4.448)  -0.035
C (-1.179, 2.692, 3.482)  -0.007
C (0.430, -3.653, 0.942)  -0.204
C (0.542, -5.030, 0.880)  0.047
C (0.853, -5.634, -0.337)  0.018
C (1.011, -4.842, -1.455)  0.015
C (0.924, -3.457, -1.317)  -0.092
N (0.660, -2.883, -0.155)  0.003
H (-0.872, -3.019, 4.101)  0.084
H (0.454, -4.162, 3.836)  0.125
H (-1.130, -4.491, 3.139)  0.114
H (-1.419, -0.269, 5.160)  0.111
H (-2.359, 1.240, 6.875)  0.125
H (-2.510, 3.661, 6.428)  0.129
H (-1.760, 4.591, 4.269)  0.120
H (-0.820, 3.087, 2.542)  0.108
H (0.373, -5.631, 1.763)  0.133
H (0.951, -6.709, -0.401)  0.138
H (1.205, -5.274, -2.427)  0.134
H (1.083, -2.803, -2.163)  0.117
C (2.571, 1.061, -2.310)  -0.236
P (2.730, 0.094, -0.793)  0.786
C (3.781, 1.063, 0.312)  -0.211
C (3.623, -1.409, -1.209)  -0.414
C (3.739, -1.851, -2.527)  -0.098
C (4.410, -3.036, -2.800)  -0.048
C (4.948, -3.785, -1.763)  -0.038
C (4.820, -3.356, -0.446)  -0.048
C (4.149, -2.178, -0.166)  -0.104
H (1.845, 0.614, -2.987)  0.047
H (3.541, 1.114, -2.806)  0.077
H (2.255, 2.073, -2.054)  0.046
H (4.805, 1.015, -0.060)  0.080
H (3.752, 0.676, 1.330)  0.054
H (3.441, 2.098, 0.325)  0.061
H (3.325, -1.277, -3.347)  0.104
H (4.526, -3.365, -3.824)  0.123
H (5.473, -4.706, -1.981)  0.124
H (5.257, -3.935, 0.357)  0.121
H (4.045, -1.853, 0.864)  0.106
C (-3.193, 4.274, -1.954)  -0.095
N (-1.788, 3.689, -2.243)  -0.064
C (-1.893, 2.832, -3.518)  -0.106
N (-2.897, 1.845, -3.377)  -0.146
C (-4.197, 2.460, -3.096)  -0.131
N (-4.143, 3.236, -1.862)  -0.149
C (-3.997, 2.402, -0.673)  -0.301
P (-2.400, 1.425, -0.647)  1.048
C (-1.297, 2.874, -1.083)  -0.273
C (-2.557, 0.803, -2.407)  -0.319
H (-3.417, 4.942, -2.785)  0.153
H (-3.117, 4.842, -1.028)  0.149
H (-1.145, 4.464, -2.412)  0.184
H (-0.913, 2.384, -3.683)  0.138
H (-2.127, 3.518, -4.332)  0.153
H (-4.951, 1.681, -3.004)  0.145
H (-4.470, 3.115, -3.924)  0.148
H (-4.825, 1.693, -0.633)  0.102
H (-4.061, 3.020, 0.225)  0.098
H (-0.298, 2.503, -1.320)  0.075
H (-1.203, 3.533, -0.219)  0.097
H (-3.333, 0.036, -2.430)  0.099
H (-1.621, 0.325, -2.706)  0.081


The following is a DFT calculation (ωB97M-V/def2-TZVPD) of a structure of composition C4H8O in a non-equilibrium geometry.

Charge: 0
Kohn-Sham gap, eV: 10.50
Spin multiplicity: 1
Largest force on an atom, eV Å⁻¹: 6.3
HOMO energy, eV: -9.65
Energy, eV: -6323.4081

Each line ends with the Löwdin charge.
CARTESIAN COORDINATES (ANGSTROEM)
C (-1.177, -0.750, -0.156)  -0.102
C (0.127, -0.255, 0.202)  -0.484
C (0.987, 0.080, -1.002)  -0.101
C (0.116, 0.977, 1.215)  -0.195
H (-1.509, -0.099, -1.004)  0.106
H (-1.255, -1.808, -0.375)  0.083
H (-1.867, -0.532, 0.729)  0.109
H (0.811, -0.845, 0.922)  0.143
H (0.966, -0.864, -1.626)  0.098
H (2.055, 0.361, -0.796)  0.087
H (0.592, 0.966, -1.565)  0.094
H (1.020, 1.009, 2.205)  0.182
O (-0.864, 1.761, 1.250)  -0.018


The following is a DFT calculation (ωB97M-V/def2-TZVPD) of a structure of composition C34H32AsN3PPbS2.

Charge: +1
Kohn-Sham gap, eV: 7.03
Spin multiplicity: 1
Largest force on an atom, eV Å⁻¹: 0.4
HOMO energy, eV: -10.50
Energy, eV: -137288.4210

Each line ends with the Löwdin charge.
CARTESIAN COORDINATES (ANGSTROEM)
Pb (-1.040, 0.926, -2.648)  0.971
C (2.988, 4.843, -2.518)  -0.428
S (3.202, 3.512, -3.712)  0.891
C (1.882, 2.432, -3.375)  -1.102
S (0.811, 2.732, -2.051)  0.441
N (1.859, 1.445, -4.232)  -0.099
N (0.883, 0.519, -4.052)  -0.161
C (0.909, -0.484, -4.837)  -0.067
C (-0.035, -1.598, -4.674)  -0.282
C (0.100, -2.744, -5.442)  0.000
C (-0.757, -3.809, -5.212)  -0.029
C (-1.738, -3.685, -4.242)  -0.027
C (-1.824, -2.496, -3.538)  -0.119
N (-0.982, -1.481, -3.737)  -0.016
H (3.677, 5.622, -2.840)  0.038
H (3.246, 4.516, -1.513)  0.030
H (1.972, 5.225, -2.544)  0.020
H (1.670, -0.534, -5.611)  0.140
H (0.869, -2.793, -6.203)  0.124
H (-0.658, -4.723, -5.783)  0.121
H (-2.431, -4.489, -4.033)  0.117
H (-2.595, -2.347, -2.789)  0.105
C (-0.306, 0.348, 1.262)  -0.390
C (-0.120, -0.605, 2.433)  -0.427
As (-0.042, 0.301, 4.190)  1.311
C (1.171, 1.707, 3.576)  -0.432
C (0.777, 2.961, 3.119)  -0.116
C (1.726, 3.879, 2.682)  -0.075
C (3.074, 3.549, 2.690)  -0.083
C (3.477, 2.298, 3.141)  -0.085
C (2.529, 1.386, 3.589)  -0.141
C (-1.752, 1.232, 4.122)  -0.428
C (-2.849, 0.737, 3.422)  -0.127
C (-4.085, 1.369, 3.505)  -0.083
C (-4.238, 2.499, 4.295)  -0.082
C (-3.154, 2.990, 5.012)  -0.075
C (-1.923, 2.354, 4.934)  -0.134
P (-0.295, -0.483, -0.369)  0.919
C (1.316, -1.285, -0.540)  -0.357
C (1.490, -2.304, -1.480)  -0.109
C (2.747, -2.849, -1.696)  -0.064
C (3.843, -2.367, -0.994)  -0.062
C (3.681, -1.335, -0.080)  -0.055
C (2.424, -0.790, 0.146)  -0.077
C (-1.575, -1.760, -0.214)  -0.399
C (-1.322, -3.113, -0.005)  -0.080
C (-2.379, -4.007, 0.114)  -0.059
C (-3.691, -3.557, 0.034)  -0.066
C (-3.952, -2.205, -0.158)  -0.071
C (-2.897, -1.311, -0.285)  -0.138
H (0.470, 1.116, 1.243)  0.064
H (-1.259, 0.877, 1.329)  0.076
H (0.822, -1.149, 2.355)  0.056
H (-0.912, -1.354, 2.484)  0.056
H (-0.273, 3.227, 3.096)  0.096
H (1.409, 4.855, 2.334)  0.106
H (3.812, 4.268, 2.356)  0.105
H (4.528, 2.040, 3.161)  0.105
H (2.850, 0.419, 3.962)  0.096
H (-2.758, -0.158, 2.818)  0.084
H (-4.931, 0.972, 2.958)  0.103
H (-5.201, 2.989, 4.362)  0.106
H (-3.271, 3.863, 5.642)  0.108
H (-1.087, 2.738, 5.507)  0.105
H (0.642, -2.672, -2.047)  0.089
H (2.871, -3.648, -2.416)  0.110
H (4.824, -2.791, -1.163)  0.112
H (4.535, -0.948, 0.458)  0.112
H (2.322, 0.018, 0.861)  0.094
H (-0.304, -3.470, 0.076)  0.107
H (-2.178, -5.058, 0.278)  0.113
H (-4.511, -4.257, 0.133)  0.112
H (-4.973, -1.850, -0.211)  0.113
H (-3.109, -0.256, -0.434)  0.090


The following is a DFT calculation (ωB97M-V/def2-TZVPD) of a structure of composition CHAgO2 in a non-equilibrium geometry.

Charge: -1
Kohn-Sham gap (spin up / spin down), eV: 5.06 / 7.07
Spin multiplicity: 2
Largest force on an atom, eV Å⁻¹: 1.1
HOMO energy (spin up / spin down), eV: -1.51 / -3.57
Energy, eV: -9145.7090

Each line ends with the Löwdin charge.
CARTESIAN COORDINATES (ANGSTROEM)
O (0.617, 1.064, -2.650)  -0.707
H (0.449, 1.156, -3.586)  -0.194
C (0.356, -1.917, 3.631)  -0.028
O (-0.702, -1.712, 3.297)  -0.004
Ag (-0.720, 1.410, -0.692)  -0.067


The following is a DFT calculation (ωB97M-V/def2-TZVPD) of a cluster of 5 separate species, C6H11B4F16N2 in total in a non-equilibrium geometry.

Charge: -3
Kohn-Sham gap, eV: 9.92
Spin multiplicity: 1
Largest force on an atom, eV Å⁻¹: 7.2
HOMO energy, eV: -3.52
Energy, eV: -55591.1158

Each line ends with the Löwdin charge.
CARTESIAN COORDINATES (ANGSTROEM)
C (-9.412, -4.121, -9.838)  -0.044
C (-10.314, -4.275, -11.066)  -0.179
N (-10.858, -3.146, -11.719)  -0.021
C (-10.139, -2.120, -12.322)  -0.001
C (-11.008, -1.161, -12.728)  -0.006
N (-12.288, -1.754, -12.659)  -0.068
C (-12.179, -2.985, -12.097)  0.077
C (-13.559, -1.065, -12.793)  -0.009
H (-9.715, -4.518, -8.869)  0.079
H (-8.837, -3.241, -9.551)  0.068
H (-8.670, -4.831, -10.204)  0.081
H (-11.130, -4.774, -10.544)  0.117
H (-9.958, -5.039, -11.757)  0.141
H (-9.061, -2.108, -12.259)  0.139
H (-10.891, -0.118, -12.985)  0.124
H (-13.018, -3.529, -11.690)  0.137
H (-14.416, -1.122, -12.122)  0.091
H (-13.971, -1.365, -13.757)  0.087
H (-13.430, 0.013, -12.696)  0.092
B (-14.159, -4.291, -9.457)  -1.336
F (-15.132, -4.909, -8.755)  0.147
F (-13.935, -5.115, -10.633)  0.031
F (-14.647, -3.109, -9.962)  0.103
F (-13.002, -4.012, -8.733)  0.114
B (-12.540, -1.171, -16.289)  -1.473
F (-11.647, -0.191, -15.910)  0.115
F (-13.943, -0.861, -16.281)  0.044
F (-12.163, -1.582, -17.440)  0.216
F (-12.392, -2.330, -15.575)  0.123
B (-9.427, -8.571, -10.827)  -1.485
F (-9.478, -8.402, -12.206)  0.080
F (-8.223, -8.413, -10.380)  0.218
F (-10.329, -7.623, -10.305)  0.082
F (-9.835, -9.842, -10.588)  0.121
B (-5.354, -3.702, -9.631)  -1.503
F (-4.054, -3.431, -9.470)  0.148
F (-6.111, -2.568, -9.456)  0.109
F (-5.560, -4.156, -10.872)  0.144
F (-5.747, -4.788, -8.861)  0.098


The following is a DFT calculation (ωB97M-V/def2-TZVPD) of a cluster of 2 separate species, C5H11O2 in total in a non-equilibrium geometry.

Charge: -1
Kohn-Sham gap, eV: 7.36
Spin multiplicity: 1
Largest force on an atom, eV Å⁻¹: 2.6
HOMO energy, eV: -3.66
Energy, eV: -9458.8757

Each line ends with the Löwdin charge.
CARTESIAN COORDINATES (ANGSTROEM)
C (1.051, -1.270, 1.805)  -0.069
C (1.034, -2.328, 0.671)  -0.810
O (1.762, -2.168, -0.322)  -0.093
O (0.264, -3.314, 0.903)  -0.139
H (1.830, -1.594, 2.495)  0.060
H (0.136, -1.086, 2.355)  0.049
H (1.109, -0.322, 1.261)  0.028
C (-0.755, 0.656, -0.308)  -0.297
C (-0.699, 2.163, -0.125)  -0.130
C (-0.526, 0.374, -1.842)  -0.115
H (-1.678, 0.258, 0.128)  0.103
H (-0.017, -0.083, 0.000)  0.044
H (-1.724, 2.526, -0.010)  0.065
H (0.034, 2.523, 0.596)  0.064
H (-0.446, -0.672, -2.096)  0.062
H (-0.389, 2.637, -1.065)  0.054
H (0.400, 0.894, -2.081)  0.068
H (-1.387, 0.806, -2.364)  0.057


The highest largest force on an atom belongs to which entry? C6H11B4F16N2


What is the largest force on an atom in the first record? 3.5 eV Å⁻¹